# 1
{"formula": "C50H42N4OP2SSbSe2Tl", "method": "ωB97M-V with the def2-TZVPD basis set", "symbols": ["Tl", "Se", "P", "C", "C", "C", "C", "C", "C", "C", "C", "C", "C", "C", "C", "C", "C", "N", "N", "N", "P", "Se", "C", "C", "C", "C", "C", "C", "C", "C", "C", "C", "C", "C", "H", "H", "H", "H", "H", "H", "H", "H", "H", "H", "H", "H", "H", "H", "H", "H", "H", "H", "H", "H", "O", "C", "C", "C", "C", "C", "C", "N", "H", "H", "H", "H", "H", "H", "H", "S", "Sb", "C", "C", "C", "C", "C", "C", "C", "C", "C", "C", "C", "C", "C", "C", "C", "C", "C", "C", "H", "H", "H", "H", "H", "H", "H", "H", "H", "H", "H", "H", "H", "H", "H"], "xyz": [[2.24552, -1.15264, 2.08373], [-2.27278, 4.19716, 0.91523], [-3.09898, 2.20716, 0.89413], [-4.01668, 1.68426, 2.37773], [-4.67188, 0.45506, 2.33993], [-5.41778, 0.04946, 3.43013], [-5.52188, 0.87146, 4.54313], [-4.86468, 2.09066, 4.57923], [-4.10558, 2.50296, 3.49683], [-4.17368, 1.86456, -0.52317], [-5.37888, 2.55766, -0.57827], [-6.22368, 2.36976, -1.65507], [-5.88098, 1.47556, -2.65807], [-4.68248, 0.78396, -2.59407], [-3.81428, 0.98476, -1.53487], [-1.57318, 1.29746, 0.70703], [-0.99358, 0.02846, 0.72203], [0.33592, 0.23716, 0.57973], [0.55762, 1.52066, 0.47493], [-0.55758, 2.16906, 0.55183], [-1.53508, -1.67634, 0.91943], [0.13692, -2.95994, 0.48593], [-2.86168, -2.06064, -0.26277], [-4.15988, -2.41714, 0.08053], [-5.05798, -2.74664, -0.92307], [-4.66348, -2.73574, -2.25187], [-3.36438, -2.38894, -2.59187], [-2.46488, -2.06054, -1.59787], [-2.12848, -1.88884, 2.61733], [-2.03088, -0.89004, 3.57883], [-2.47908, -1.14174, 4.86463], [-3.00948, -2.38194, 5.18463], [-3.07828, -3.38714, 4.23053], [-2.62808, -3.14644, 2.94663], [-4.59968, -0.16274, 1.45403], [-5.92458, -0.90384, 3.41413], [-6.12128, 0.56296, 5.38503], [-4.94638, 2.72476, 5.44843], [-3.59668, 3.45796, 3.51673], [-5.64378, 3.24216, 0.21803], [-7.15108, 2.91576, -1.70627], [-6.54478, 1.32966, -3.49617], [-4.42228, 0.08496, -3.37217], [-2.86658, 0.46656, -1.49087], [-4.46738, -2.46344, 1.11493], [-6.06868, -3.02774, -0.66797], [-5.36288, -3.01564, -3.02407], [-3.05128, -2.39004, -3.62567], [-1.43918, -1.81884, -1.83947], [-1.60818, 0.07426, 3.32953], [-2.41268, -0.36874, 5.61593], [-3.35798, -2.57284, 6.18733], [-3.47858, -4.35584, 4.48763], [-2.64938, -3.92764, 2.19813], [4.54092, -1.08294, 0.64353], [5.41992, -2.20094, 0.57563], [4.72452, -3.50264, 0.88983], [5.29532, -4.70604, 0.48473], [4.67062, -5.89294, 0.82223], [3.49582, -5.83934, 1.56003], [2.99572, -4.59924, 1.91103], [3.59232, -3.45854, 1.58063], [4.94632, -0.41084, 1.20683], [6.24722, -2.08924, 1.28683], [5.84972, -2.24824, -0.43217], [6.20912, -4.70034, -0.08697], [5.08532, -6.84254, 0.51883], [2.98092, -6.73774, 1.85793], [2.08452, -4.50794, 2.48743], [3.48812, 1.59766, 1.45393], [3.34052, 1.70686, -0.88067], [3.53512, 3.78886, -1.30687], [2.73382, 4.69136, -0.62767], [2.80082, 6.03446, -0.96097], [3.65702, 6.45896, -1.96467], [4.46102, 5.54756, -2.62987], [4.40602, 4.20306, -2.29947], [5.12252, 0.78376, -1.68087], [5.07872, -0.16644, -2.68647], [6.26342, -0.71764, -3.15177], [7.47722, -0.31424, -2.62157], [7.51342, 0.63956, -1.61697], [6.33442, 1.18786, -1.14057], [1.60032, 1.17206, -2.03387], [1.36472, -0.13604, -2.40377], [0.22622, -0.43444, -3.13687], [-0.68368, 0.56246, -3.44747], [-0.43158, 1.87426, -3.07577], [0.72222, 2.18496, -2.37747], [2.06932, 4.34836, 0.15643], [2.18162, 6.74606, -0.43627], [3.69842, 7.50436, -2.22967], [5.12922, 5.87836, -3.41047], [5.03902, 3.49006, -2.81247], [4.13572, -0.47504, -3.11547], [6.23402, -1.46104, -3.93317], [8.39592, -0.73774, -2.99557], [8.45812, 0.95886, -1.20607], [6.35782, 1.93376, -0.35477], [2.04412, -0.92454, -2.10997], [0.05592, -1.45124, -3.45977], [-1.58988, 0.31696, -3.97987], [-1.13698, 2.65526, -3.32187], [0.92592, 3.20766, -2.08807]], "forces_ev_per_angstrom": [[-0.1064, -0.0480, -0.6829], [0.1366, 0.5169, 0.0941], [-0.6596, -1.5767, -0.2301], [0.2268, 0.4609, -0.4129], [-0.0035, 0.1279, -0.1481], [-0.0022, -0.0569, -0.0602], [0.0522, 0.0310, -0.0060], [0.0043, -0.0225, 0.0866], [0.1221, 0.0625, -0.0846], [0.2243, 0.2950, 0.4428], [0.0020, -0.0021, 0.0397], [-0.0936, 0.0459, 0.1033], [0.0764, 0.0285, 0.0040], [-0.0210, -0.0009, -0.0628], [0.1713, 0.0535, 0.1593], [0.0034, 0.0343, 0.0739], [-0.0305, -0.0257, 0.0527], [-0.0838, -0.4047, 0.0737], [0.1281, 0.1798, 0.3451], [-0.4617, 0.6697, 0.0314], [-0.0843, -0.0464, 0.2701], [0.3840, 0.1367, 0.3653], [0.3854, 0.0574, 0.2287], [0.0756, 0.0856, 0.0448], [-0.0918, -0.0276, -0.0669], [-0.0207, -0.0148, 0.0592], [0.0390, -0.0279, 0.0294], [0.0760, -0.0318, -0.0100], [0.1281, 0.0230, -0.4941], [0.0661, 0.0018, -0.1072], [0.0491, -0.0147, 0.0608], [0.0243, 0.0564, 0.0320], [-0.0474, -0.0328, -0.0155], [-0.0466, 0.0323, -0.0194], [-0.0972, -0.0451, -0.0313], [-0.0501, -0.0752, -0.0228], [-0.0663, -0.0499, 0.0935], [-0.0218, 0.0632, 0.0666], [0.0111, 0.0189, 0.0152], [-0.1075, 0.0500, 0.0006], [-0.1350, 0.0632, -0.0244], [-0.0671, -0.0318, -0.0675], [0.0475, -0.0550, -0.1123], [0.0073, 0.0166, -0.0496], [-0.0257, 0.0366, 0.0858], [-0.0639, -0.0308, 0.0453], [-0.1086, -0.0103, -0.0652], [0.0247, -0.0305, -0.0910], [0.0009, 0.0084, -0.0468], [-0.0211, 0.0557, -0.0152], [0.0056, 0.0449, 0.0545], [-0.0434, -0.0176, 0.1191], [-0.0157, -0.0816, 0.0388], [-0.0366, -0.0900, 0.0030], [0.0781, -0.4893, 0.3321], [0.2733, -0.1102, -0.2309], [0.0460, -0.0434, -0.1793], [-0.1562, 0.1002, 0.0669], [-0.0832, 0.1570, 0.0746], [0.0242, 0.0792, -0.0001], [-0.0830, -0.3701, 0.1160], [-0.0596, 0.4908, 0.0514], [-0.0909, 0.2009, -0.1689], [-0.0730, 0.1004, -0.1058], [-0.0177, -0.0138, 0.1243], [0.1320, -0.0022, -0.0859], [0.0512, -0.0457, -0.0194], [-0.0752, -0.0753, 0.0260], [-0.0949, -0.0568, -0.0056], [-0.0948, -0.3052, 0.3025], [0.2707, 0.3007, -0.9678], [-0.0399, -0.8080, 0.2866], [-0.1185, 0.0322, 0.1769], [-0.0895, 0.0010, 0.0609], [0.0029, 0.0175, -0.0175], [0.0375, 0.0051, -0.0594], [0.1327, -0.1146, -0.1446], [-0.7728, 0.4183, 0.2686], [-0.1926, -0.0166, -0.0680], [-0.0318, -0.0679, -0.0513], [-0.0119, -0.0203, -0.0051], [0.0339, 0.0206, 0.0673], [-0.0745, 0.1668, 0.1598], [0.8486, -0.0144, 0.2600], [0.1291, -0.2119, -0.0319], [0.0329, -0.0818, -0.0205], [0.0719, -0.0457, -0.0059], [-0.0595, 0.0463, 0.0371], [0.1044, 0.2663, -0.0602], [-0.0398, 0.0501, 0.0445], [-0.0398, 0.0775, 0.0350], [0.0167, 0.0887, -0.0057], [0.0592, 0.0394, -0.0425], [0.0218, 0.0047, -0.0552], [-0.0312, -0.0296, -0.0682], [0.0014, -0.0605, -0.1027], [0.0997, -0.0494, -0.0378], [0.1054, 0.0494, 0.0437], [0.0871, 0.0250, 0.0349], [-0.0031, -0.1092, -0.0308], [-0.0219, -0.0911, -0.0103], [-0.0797, -0.0037, -0.1380], [-0.0190, 0.0564, -0.0317], [-0.0657, 0.0371, -0.0107]], "largest_force_ha_per_bohr": 0.03354, "lumo_ev": [-6.82, -8.00], "e_tot_ha": -8520.75824, "relative_energy_kcal_mol": 48.7, "charge": 2, "orbital_gap_ev": [6.13, 4.70]}


# 2
{"formula": "C4H8O4", "method": "ωB97M-V with the def2-TZVPD basis set", "symbols": ["C", "C", "C", "C", "O", "O", "O", "O", "H", "H", "H", "H", "H", "H", "H", "H"], "xyz": [[1.76660, -0.43247, -0.69804], [-1.85306, 0.43390, -0.32682], [0.72329, 0.60615, -0.28598], [-0.53663, -0.20883, 0.18755], [2.78841, -0.51950, -0.06088], [1.15986, 1.32108, 0.81509], [-0.45475, -1.56067, -0.26605], [-0.52207, -0.31139, 1.56156], [1.38010, -1.09179, -1.38389], [-2.54486, -0.18580, 0.17286], [-1.98758, 0.20046, -1.42123], [-1.77149, 1.52109, -0.22737], [0.62275, 1.34479, -1.09411], [2.07688, 1.25269, 0.88665], [-1.19568, -1.90864, 0.26948], [0.34823, -0.46109, 1.87118]], "forces_ev_per_angstrom": [[0.0923, 2.0022, 2.8675], [2.2073, -0.6713, -1.3319], [0.7818, -0.4719, 0.0196], [0.2533, 0.6813, -1.2958], [0.1673, -0.1925, -0.6896], [-1.9926, 0.9481, 0.4939], [-0.8041, 0.1757, -0.0862], [-2.4628, 0.7633, 0.1106], [-0.0792, -1.9437, -2.2603], [-1.7562, 0.3816, 0.8776], [0.4686, 0.2350, 1.0198], [-0.8070, -0.3393, 0.5757], [-0.8297, -0.5828, -0.2961], [2.6274, -0.3437, 0.1136], [0.6202, -0.5672, -0.5489], [1.5134, -0.0748, 0.4306]], "largest_force_ha_per_bohr": 0.06804, "lumo_ev": 0.76, "smiles": "CC(O)(O)[C@@H](O)C=O", "e_tot_ha": -458.12593, "relative_energy_kcal_mol": 67.3, "charge": 0, "orbital_gap_ev": 10.94}


# 3
{"formula": "CH3PS4", "method": "ωB97M-V with the def2-TZVPD basis set", "symbols": ["C", "P", "S", "S", "S", "S", "H", "H", "H"], "xyz": [[0.34536, -1.31237, 0.31896], [-0.88786, 1.02291, -2.04452], [-1.02721, 0.00248, 0.00757], [0.34207, 2.69476, -1.69563], [1.64896, -0.92571, -0.90829], [0.56057, -0.47336, -2.61414], [0.73767, -1.12013, 1.30780], [-0.10155, -2.29026, 0.18710], [-0.68413, 3.44643, -1.29135]], "forces_ev_per_angstrom": [[-0.9016, 1.6689, -2.0505], [0.9697, -1.7589, 1.8687], [-0.0686, -0.0165, -0.1232], [0.2678, -0.1221, -0.0373], [-0.1080, 0.1024, 0.1775], [-0.1446, 0.0132, 0.0157], [0.1149, 0.0222, 0.1172], [0.0492, -0.0622, 0.0489], [-0.1788, 0.1528, -0.0171]], "largest_force_ha_per_bohr": 0.05432, "lumo_ev": -0.33, "smiles": "SP1SCSS1", "e_tot_ha": -1974.02329, "relative_energy_kcal_mol": 0.0, "charge": 0, "orbital_gap_ev": 8.58}